Density functional theory data (ωB97M-V/def2-TZVPD) for a structure of composition C35H34IrN4OS3Te2.

- E_HOMO (eV) = -9.67
- charge = +1
- LUMO level (Ha) = -0.13700
- max |F| (hartree/bohr) = 0.0216
- orbital gap (eV) = 5.9

Geometry (Å):
Ir -0.12 -0.17 -0.17
C -0.98 -3.56 4.19
S -1.75 -1.98 3.81
C -0.94 -1.54 2.34
S -1.45 0.02 1.71
N -0.06 -2.35 1.81
N 0.49 -1.84 0.66
C 1.47 -2.46 0.11
C 2.03 -1.86 -1.10
C 3.10 -2.41 -1.78
C 3.58 -1.76 -2.91
C 2.97 -0.58 -3.31
C 1.90 -0.09 -2.59
N 1.43 -0.71 -1.51
H -1.44 -3.88 5.13
H 0.09 -3.45 4.32
H -1.19 -4.29 3.42
H 1.87 -3.37 0.54
H 3.54 -3.33 -1.43
H 4.41 -2.17 -3.46
H 3.31 -0.04 -4.19
H 1.37 0.81 -2.88
C -1.98 6.88 -5.91
C -2.03 5.82 -4.85
C -2.53 6.10 -3.58
C -2.59 5.13 -2.58
C -3.06 5.54 -1.22
C -2.16 3.85 -2.89
Te -2.35 2.12 -1.70
N -0.52 1.71 -1.06
C 0.44 2.68 -0.97
O 0.36 3.82 -1.39
C 1.70 2.16 -0.34
C 2.91 2.33 -1.00
C 4.06 1.73 -0.51
C 4.01 0.97 0.65
C 2.83 0.84 1.35
C 1.67 1.44 0.86
C -3.34 2.46 0.12
C -4.57 1.79 0.10
C -5.35 1.73 1.24
C -4.88 2.30 2.41
C -3.65 2.93 2.43
C -2.85 3.03 1.30
C -1.54 3.74 1.42
C -1.66 3.53 -4.16
C -1.16 2.15 -4.53
C -1.59 4.53 -5.12
H -2.14 7.87 -5.49
H -2.75 6.71 -6.66
H -1.02 6.88 -6.42
H -2.86 7.10 -3.35
H -3.52 6.53 -1.26
H -2.21 5.60 -0.54
H -3.79 4.85 -0.79
H 2.93 2.93 -1.91
H 4.99 1.85 -1.04
H 4.92 0.50 1.03
H 2.80 0.30 2.29
H 0.78 1.45 1.48
H -4.91 1.30 -0.81
H -6.31 1.22 1.21
H -5.47 2.24 3.32
H -3.29 3.36 3.36
H -0.98 3.36 2.28
H -1.71 4.81 1.59
H -0.91 3.66 0.53
H -0.42 1.78 -3.81
H -0.69 2.17 -5.51
H -1.96 1.40 -4.58
H -1.19 4.30 -6.09
Te -2.18 -1.48 -1.05
C -1.82 -1.74 -3.12
C -2.84 -1.76 -4.03
C -2.40 -2.00 -5.36
C -1.05 -2.15 -5.44
S -0.31 -2.01 -3.90
H -3.87 -1.60 -3.77
H -3.06 -2.06 -6.21
H -0.45 -2.33 -6.32



Density functional theory data (ωB97M-V/def2-TZVPD) for a structure of composition C25H22AgBrN6Se.

- E_HOMO (eV) = 0.18
- charge = -2
- LUMO level (Ha) = 0.14928
- max |F| (hartree/bohr) = 0.0102
- orbital gap (eV) = 3.9

Geometry (Å):
Ag 0.70 -3.58 1.36
C -4.48 2.34 1.73
C -3.11 1.96 1.24
C -2.62 2.38 0.00
C -1.37 2.02 -0.46
C -0.49 1.20 0.29
N 0.70 0.72 -0.10
C 1.49 1.37 -0.98
C 1.56 2.78 -1.16
C 2.48 3.36 -2.01
C 3.40 2.61 -2.75
C 4.42 3.26 -3.64
C 3.34 1.23 -2.59
C 2.43 0.63 -1.74
N 2.40 -0.79 -1.64
C 1.60 -1.63 -2.34
C 1.82 -2.90 -1.84
C 2.78 -2.71 -0.84
N 3.13 -1.44 -0.71
C -1.01 0.79 1.55
C -2.26 1.16 2.00
N -0.19 0.01 2.42
C 0.69 0.51 3.31
C 1.18 -0.54 4.04
C 0.53 -1.67 3.50
N -0.30 -1.34 2.52
H -4.84 3.24 1.22
H -4.49 2.54 2.80
H -5.21 1.55 1.55
H -3.25 3.00 -0.63
H -1.05 2.35 -1.44
H 0.89 3.40 -0.58
H 2.50 4.44 -2.10
H 4.01 4.15 -4.13
H 4.74 2.57 -4.43
H 5.31 3.57 -3.09
H 4.02 0.58 -3.13
H 0.93 -1.25 -3.09
H 1.32 -3.81 -2.10
H 3.19 -3.45 -0.17
H -2.58 0.79 2.97
H 0.89 1.57 3.34
H 1.92 -0.52 4.82
H 0.63 -2.71 3.79
Br -5.08 -1.62 1.50
C -3.51 -2.20 0.60
C -3.07 -3.50 0.75
C -1.91 -3.87 0.09
N -1.20 -3.03 -0.68
C -1.66 -1.79 -0.80
C -2.81 -1.31 -0.19
H -3.58 -4.21 1.39
H -1.49 -4.86 0.23
H -1.05 -1.11 -1.40
H -3.10 -0.28 -0.29
Se 0.72 -5.96 2.04



Density functional theory data (ωB97M-V/def2-TZVPD) for a cluster of 41 separate species, C11H93ClN3O41 in total.

- E_HOMO (eV) = -12.06
- charge = +1
- LUMO level (Ha) = -0.19494
- max |F| (hartree/bohr) = 0.2013
- orbital gap (eV) = 6.8

Geometry (Å):
C 2.83 3.43 0.43
C 2.74 2.51 -0.65
C 2.31 1.55 -1.96
N 1.27 0.59 -1.44
C 1.15 -0.66 -2.28
C 0.35 -1.78 -1.31
C -0.68 -1.00 -0.25
C 0.04 -0.77 1.24
C 1.02 -0.31 2.17
N -1.23 0.28 -0.85
C -2.21 0.98 0.07
C -3.56 1.40 -0.82
O -4.74 1.66 -0.20
Cl -3.41 1.46 -2.70
C -0.10 1.22 -1.31
N -0.39 2.56 -1.56
H 2.58 3.98 1.46
H 1.98 2.20 -2.87
H 3.28 0.94 -2.25
H 0.46 -0.55 -3.23
H 2.17 -1.10 -2.66
H 1.17 -2.30 -0.66
H -0.28 -2.53 -1.98
H -1.60 -1.72 -0.03
H 1.85 0.06 2.94
H -2.59 0.22 0.90
H -1.76 1.92 0.61
H -0.07 3.32 -0.87
H -0.96 2.90 -2.37
O 5.17 0.61 -0.04
H 5.39 0.77 0.89
H 4.31 1.04 -0.16
O -3.53 -2.03 0.88
H -4.24 -1.48 0.51
H -3.45 -1.72 1.80
O -6.56 2.03 2.43
H -6.13 1.92 1.57
H -6.63 2.99 2.54
O 2.81 -2.98 0.65
H 3.24 -3.75 1.05
H 2.25 -2.62 1.36
O 5.40 -4.38 1.77
H 6.24 -4.84 1.92
H 5.65 -3.45 1.67
O 3.81 6.70 0.01
H 3.69 5.74 0.03
H 3.51 6.95 -0.87
O -6.54 -0.29 4.56
H -6.62 0.39 3.88
H -7.34 -0.84 4.44
O 5.89 -5.47 -1.37
H 5.68 -6.41 -1.33
H 5.42 -5.08 -0.62
O -7.13 1.55 -1.84
H -6.18 1.55 -2.05
H -7.49 2.26 -2.40
O -6.38 -1.25 0.62
H -7.02 -0.99 1.30
H -6.07 -0.41 0.25
O 6.64 -2.82 -3.38
H 6.43 -3.77 -3.33
H 6.16 -2.44 -2.62
O 3.65 -4.25 -3.31
H 4.49 -4.71 -3.16
H 3.90 -3.32 -3.41
O -6.15 0.17 -4.29
H -5.71 -0.59 -3.89
H -6.70 0.53 -3.58
O 2.37 5.74 2.72
H 1.54 6.21 2.86
H 2.73 6.13 1.91
O -1.91 -2.17 3.54
H -1.52 -3.04 3.38
H -2.54 -2.32 4.25
O -4.91 0.81 -7.02
H -4.52 -0.07 -7.18
H -5.54 0.66 -6.30
O -2.18 -1.49 6.49
H -2.82 -1.22 7.17
H -1.87 -0.65 6.12
O 5.52 5.90 3.47
H 5.40 6.86 3.47
H 4.71 5.57 3.06
O 3.54 -2.49 3.23
H 4.03 -3.30 3.03
H 2.67 -2.81 3.51
O -4.61 5.05 -2.64
H -4.22 4.17 -2.80
H -5.24 4.89 -1.92
O -6.76 -3.40 2.41
H -6.75 -2.81 1.65
H -5.96 -3.94 2.29
O 2.95 6.24 -2.72
H 2.83 5.28 -2.70
H 2.65 6.50 -3.60
O 1.04 -3.83 -5.02
H 1.05 -3.23 -5.78
H 1.84 -4.37 -5.13
O 0.64 -5.60 -7.28
H 0.43 -6.54 -7.24
H 0.16 -5.21 -6.53
O 5.97 5.73 -3.42
H 5.14 6.21 -3.28
H 6.33 6.12 -4.23
O -5.15 -0.95 8.38
H -5.27 -1.91 8.40
H -5.45 -0.69 7.49
O -9.27 0.47 1.87
H -9.76 0.62 1.05
H -8.53 1.10 1.82
O 7.65 3.23 -2.98
H 6.94 3.78 -3.35
H 7.73 3.54 -2.07
O 0.70 7.91 2.24
H -0.14 8.38 2.38
H 1.05 8.30 1.43
O 4.88 -3.08 5.95
H 4.76 -4.04 5.96
H 4.58 -2.82 5.06
O 3.16 -6.20 2.07
H 2.66 -6.04 1.25
H 3.89 -5.57 2.02
O 3.17 1.17 3.83
H 4.01 0.71 3.97
H 3.43 2.10 3.73
O 5.48 5.41 -6.06
H 5.36 4.44 -6.04
H 5.18 5.66 -6.95
O -7.80 -1.89 -5.74
H -7.17 -1.16 -5.65
H -7.71 -2.16 -6.67
O -3.43 4.88 -5.65
H -3.65 3.94 -5.60
H -3.91 5.26 -4.90
O -4.33 -4.24 3.92
H -4.55 -5.18 3.96
H -4.81 -3.85 4.67
O -0.15 -4.03 5.91
H 0.07 -3.86 6.84
H -1.01 -3.60 5.79
O 0.62 -7.17 0.74
H 1.00 -8.05 0.58
H -0.01 -7.32 1.45
O -0.15 -6.69 -2.34
H 0.07 -6.52 -1.41
H -1.01 -6.26 -2.46
O 7.66 5.42 5.38
H 7.16 5.57 4.56
H 8.39 6.05 5.33